The following is a DFT calculation (the ωB97M-V functional and the def2-TZVPD basis) of C37H75F3N4O9Si2 as an isolated structure at a distorted geometry.

Geometry as XYZ:
```
130
Properties=species:S:1:pos:R:3:forces:R:3
Si -1.751596 -0.734151 -0.447355 0.43 -0.22 -0.90
Si -3.370787 1.583768 0.227695 0.34 -0.07 -1.06
F -1.367499 -0.979797 4.429664 0.61 -0.39 -0.80
F -0.305978 -2.642805 3.462677 -0.14 0.90 -0.04
F 0.541271 -0.627559 3.403825 -0.59 -0.46 -0.04
O -2.571616 1.751831 1.652765 -0.35 0.23 -0.29
O 3.834613 1.784002 6.694202 -0.28 0.42 0.25
O -0.701042 4.350556 0.280307 0.02 0.03 -0.16
O -2.934030 -1.858400 -0.151495 0.13 0.48 0.04
O 1.605629 -2.131744 -6.262754 -0.26 0.30 -0.40
O -6.542780 1.210495 1.860274 0.33 -0.43 -0.28
O -1.337801 -1.067485 2.232353 0.38 -0.04 0.58
O -6.509585 1.425927 -0.908071 0.43 -0.34 0.31
O -2.345229 0.765814 -0.824904 -0.49 -0.51 1.00
N 3.128026 1.267454 7.645348 1.11 -0.76 -1.20
N -4.792194 0.570313 0.440953 -0.25 0.56 0.39
N 3.667493 1.102157 -4.818131 -0.11 0.01 0.35
N 1.221373 -3.087152 -7.042526 0.85 -0.09 1.60
C 4.012826 0.687165 8.698662 -0.09 0.06 1.31
C -5.464307 0.691949 1.706154 -0.34 0.23 0.46
C -0.783050 -3.010333 -5.613132 0.11 0.30 0.17
C 2.018795 -4.554089 -8.913166 -0.16 -0.07 0.03
C 2.403023 -3.789333 -7.628854 0.22 -0.41 -1.24
C -5.511884 6.486334 0.371345 0.37 -0.31 -0.03
C -0.586563 -0.719695 1.048961 -0.33 0.06 -0.04
C 1.918355 1.193253 -3.047457 0.04 -0.54 -0.11
C 5.195693 1.617722 8.938539 0.16 0.18 -0.27
C -3.826101 3.185038 -0.576974 -0.18 -0.30 0.26
C -4.822430 4.043656 0.250209 0.91 0.06 -0.19
C 3.430239 -1.626202 7.769921 -0.01 0.10 0.04
C 1.414182 1.089312 5.884768 0.28 0.38 -0.21
C -5.675931 0.579586 -0.705307 -0.57 0.33 -0.41
C 2.607243 -0.955905 6.670663 0.40 -0.20 0.01
C 0.709622 -0.790436 -1.912184 -0.15 -0.36 -0.84
C 0.815835 -4.906533 -5.390171 0.45 -0.08 0.15
C -0.623896 -1.320214 3.344392 -0.22 0.03 0.28
C 0.902962 0.207414 8.106170 0.05 -0.02 0.16
C 1.983928 -5.692875 -5.983816 -0.05 0.06 -0.05
C -4.702392 0.084885 2.853791 0.14 0.08 -0.05
C 3.271696 0.593276 10.045044 -0.19 -0.09 -0.03
C 0.191709 4.442302 -0.828305 -0.54 -0.47 -0.03
C -0.675412 -4.670675 -7.405830 0.12 -0.09 -0.13
C 1.136162 -0.124612 -3.238369 0.19 0.41 0.26
C 0.179426 -3.918986 -6.369206 -1.13 -0.49 -0.48
C -0.605701 3.105881 0.949214 0.21 0.49 0.19
C -0.749079 -1.313731 -1.917044 0.08 0.37 0.44
C 3.011544 -4.751896 -6.610211 -0.09 -0.12 0.41
C -0.513215 4.034060 -2.113535 0.32 0.15 0.05
C -4.347202 5.500828 0.384147 -0.63 -0.20 -0.07
C -1.818219 2.950763 1.855160 0.26 -0.21 0.56
C -5.441941 -0.545424 -1.670222 0.31 0.18 -0.11
C 3.441668 -2.756344 -8.048724 0.09 0.32 0.23
C 2.045364 0.402411 7.086954 -1.25 -0.12 0.38
C 4.527278 -0.691229 8.280110 -0.07 -0.27 -0.40
C 3.402388 1.058398 -3.365314 -0.27 0.31 -0.37
H 1.828075 1.537575 -2.019475 -0.14 0.08 0.18
H 5.276492 -0.569120 7.491596 -0.04 0.11 -0.02
H 5.041702 -1.147941 9.128059 0.01 0.07 0.06
H 0.202859 -1.448678 0.871472 0.09 -0.20 0.01
H -1.605187 -3.607142 -5.218659 -0.01 -0.10 -0.05
H 4.858667 2.628902 9.169450 -0.02 0.00 -0.01
H -4.946514 -1.391485 -1.217969 -0.08 -0.17 0.14
H -0.505091 2.281829 0.245593 -0.22 -0.18 -0.20
H 1.473199 1.956924 -3.679529 0.05 0.32 -0.07
H -1.024701 -3.989089 -8.182011 0.02 0.02 -0.01
H -5.138644 7.502389 0.432441 -0.10 0.25 0.14
H -4.261377 2.940575 -1.543358 0.00 -0.02 -0.23
H -2.640071 -2.705834 -0.485797 -0.15 -0.40 0.00
H 3.982195 0.371727 10.840987 0.11 0.03 -0.06
H 1.772451 -0.804786 -3.796463 -0.03 -0.17 -0.24
H 3.799907 -5.328631 -7.098006 0.01 0.03 -0.08
H 0.021815 4.444744 -2.965807 0.07 -0.05 -0.19
H -1.552549 -5.097389 -6.919899 0.00 0.06 0.10
H 1.025273 3.765212 -0.649917 0.41 0.15 0.00
H -3.780932 5.604683 1.304795 0.29 0.18 0.03
H -2.430097 3.842474 1.767406 -0.24 0.09 -0.22
H -4.266016 0.883890 3.443309 0.11 0.15 0.08
H 1.007912 2.064404 6.161330 0.05 0.01 0.03
H 0.719477 1.122959 8.669060 0.02 0.01 0.00
H 2.789742 1.541604 10.284905 -0.01 0.01 -0.02
H 4.446531 1.720951 -4.984239 0.21 -0.05 -0.16
H 0.046407 -5.594101 -5.032609 -0.08 0.04 -0.03
H -5.795839 4.023816 -0.220559 -0.25 -0.20 -0.02
H -3.706842 5.738128 -0.459423 0.32 0.05 -0.04
H 2.786827 -1.942847 8.595142 -0.02 0.03 0.00
H -0.018702 -0.046475 7.583564 0.04 0.02 -0.12
H -0.770457 -2.402151 -1.940191 0.06 -0.19 -0.06
H 1.291076 -3.993402 -9.500173 -0.01 0.02 0.02
H 3.493488 -4.175426 -5.814286 -0.06 0.10 -0.03
H 5.775508 1.249891 9.784320 -0.06 -0.07 0.06
H 4.285495 -3.266095 -8.512178 -0.04 -0.10 -0.05
H 0.899110 -0.091462 -1.102210 0.00 0.06 0.25
H 3.824031 -2.186204 -7.204591 -0.12 0.02 0.01
H -2.900014 3.716906 -0.779089 0.06 0.15 0.05
H 2.462037 -6.279150 -5.196979 -0.01 -0.02 -0.01
H 1.356653 -1.652450 -1.786478 0.23 -0.02 0.47
H 1.175163 -4.358375 -4.512696 0.00 0.11 -0.07
H -1.524517 4.421621 -2.128077 -0.13 0.16 -0.05
H 1.081114 -0.601444 8.811532 0.04 0.05 0.01
H -1.482727 2.917126 2.885881 -0.01 -0.11 0.22
H -0.302773 -2.511842 -4.772889 0.06 0.04 -0.09
H 3.932074 1.862459 -2.859009 0.22 0.03 0.16
H 0.271410 0.065440 -3.865560 -0.23 -0.03 -0.04
H -1.200500 -2.246571 -6.270658 0.02 0.00 -0.02
H 2.877534 1.537090 -5.273515 -0.09 -0.02 -0.18
H -4.766450 -0.152031 -2.431149 0.13 0.01 -0.14
H -1.243475 -0.979383 -2.824762 -0.23 0.02 -0.14
H 1.618368 -5.548181 -8.725735 -0.05 0.05 0.02
H -6.197934 6.281585 1.186029 -0.17 0.12 0.16
H -3.909001 -0.568148 2.515758 0.12 -0.13 0.01
H 3.885420 -2.537043 7.376691 0.00 -0.01 0.02
H -6.363573 -0.803662 -2.171759 -0.24 -0.06 -0.01
H 0.301140 3.122449 1.557972 0.18 -0.13 0.07
H -0.548620 2.954838 -2.215940 -0.13 -0.22 -0.04
H 2.118924 1.231297 5.067722 0.07 0.04 0.09
H 3.023851 -2.056581 -8.773959 -0.02 0.00 0.01
H 0.601118 0.479619 5.511701 -0.14 -0.13 0.09
H 5.860166 1.667548 8.078752 -0.09 0.04 -0.05
H 0.550389 5.460926 -0.893336 0.06 0.24 0.13
H -5.393051 -0.443223 3.498068 -0.21 -0.14 0.03
H 1.779909 -1.603740 6.372569 -0.07 0.05 0.00
H -0.159248 -5.498448 -7.884809 0.02 0.05 0.00
H 2.900659 -4.697626 -9.536011 0.09 0.07 0.06
H 1.621310 -6.415350 -6.719808 0.00 0.03 -0.03
H -0.109096 0.243913 1.193006 0.09 0.17 0.06
H -6.050159 6.378354 -0.565435 -0.20 0.05 -0.13
H -4.915083 3.594666 1.235584 -0.39 0.10 0.28
H 2.519802 -0.190722 10.080398 0.01 0.04 -0.04
H 3.237959 -0.828258 5.785100 0.00 0.11 0.02
H 3.745123 0.103030 -2.976403 0.22 -0.11 0.19
```
Forces are in eV/Å.

Its frontier orbital gap (spin up / spin down) is 8.57 / 9.54 eV. As for the LUMO energy (spin up / spin down): 0.2431 / 0.2407 eV. Its expectation value of S² is 2.008. As for the spin multiplicity: 3. The value obtained for the HOMO energy (spin up / spin down) is -8.32 / -9.30 eV. As for the electronic energy: -3229.6970 Ha. The calculation puts the maximum force at 1.82 eV/A. The calculation puts the molar mass at 833.19 g/mol.

These are the Löwdin partial charges, in e, on atoms 1 to 99:
1. Si 0.3992
2. Si 0.3563
3. F 0.1444
4. F 0.1392
5. F 0.1338
6. O -0.1440
7. O -0.0197
8. O -0.1551
9. O -0.1072
10. O -0.0258
11. O 0.1070
12. O -0.0175
13. O 0.1239
14. O -0.1750
15. N -0.0899
16. N 0.0329
17. N 0.0008
18. N -0.0861
19. C -0.4975
20. C -0.4763
21. C -0.0410
22. C -0.0328
23. C -0.4926
24. C -0.1095
25. C -0.1505
26. C -0.2063
27. C -0.0463
28. C -0.1712
29. C -0.2193
30. C -0.1707
31. C -0.0464
32. C -0.4741
33. C -0.1303
34. C -0.2252
35. C -0.1319
36. C -0.6647
37. C -0.0275
38. C -0.1714
39. C 0.0098
40. C -0.0335
41. C -0.2422
42. C -0.0316
43. C -0.1887
44. C -0.4923
45. C -0.1939
46. C -0.2019
47. C -0.1330
48. C -0.0612
49. C -0.2604
50. C -0.1578
51. C 0.0152
52. C -0.0434
53. C -0.4862
54. C -0.1325
55. C -0.2834
56. H 0.0895
57. H 0.1243
58. H 0.1237
59. H 0.1068
60. H 0.0883
61. H 0.0923
62. H 0.0595
63. H 0.1012
64. H 0.0969
65. H 0.0931
66. H 0.0658
67. H 0.0924
68. H 0.0630
69. H 0.0853
70. H 0.0961
71. H 0.1256
72. H 0.0776
73. H 0.0859
74. H 0.1072
75. H 0.0982
76. H 0.1080
77. H 0.0892
78. H 0.0966
79. H 0.0921
80. H 0.0924
81. H 0.0545
82. H 0.1242
83. H 0.1040
84. H 0.1006
85. H 0.1018
86. H 0.0840
87. H 0.0758
88. H 0.0916
89. H 0.1260
90. H 0.0860
91. H 0.0861
92. H 0.0794
93. H 0.0793
94. H 0.0454
95. H 0.1126
96. H 0.1071
97. H 0.1218
98. H 0.0656
99. H 0.0618